This record from the Open Molecules 2025 dataset describes a structure of composition C39H57Br2N5O5S2Sm at a distorted geometry. The level of theory is ωB97M-V/def2-TZVPD.

The geometry in XYZ format:
```
111
Properties=species:S:1:pos:R:3:mulliken_spin:R:1
Sm -0.578 -0.119 0.011 5.04
Br -1.057 -4.864 -0.298 0.00
C -2.302 -4.258 1.052 0.00
Br -2.868 -2.460 0.722 0.00
H -1.856 -4.283 2.023 0.00
H -3.169 -4.936 1.055 0.00
C 2.042 3.369 1.668 0.00
C 2.046 1.824 2.031 -0.01
C 1.858 1.588 3.520 0.00
C 3.215 1.138 1.337 0.00
C 4.477 1.300 1.842 0.00
C 5.614 0.717 1.188 0.00
C 5.456 0.162 -0.051 0.00
C 4.205 0.041 -0.677 0.00
C 4.067 -0.633 -2.088 0.00
C 4.260 0.335 -3.259 0.00
C 5.052 -1.807 -2.188 0.00
C 3.081 0.492 0.044 0.01
N 1.751 0.386 -0.478 -0.03
C 1.445 1.082 -1.539 -0.02
C 0.397 0.730 -2.440 0.01
C 0.275 1.331 -3.736 0.00
C -0.493 0.449 -4.482 0.00
C -0.743 -0.639 -3.655 0.00
N -0.259 -0.549 -2.413 -0.02
C -1.418 -1.901 -4.094 0.00
C -2.499 -1.558 -5.104 0.00
C -2.094 -2.434 -2.834 0.00
C -0.537 -2.971 -4.727 0.00
H 1.323 3.990 2.229 0.00
H 1.875 3.486 0.612 0.00
H 3.063 3.723 1.938 0.00
H 1.179 1.295 1.642 0.01
H 2.654 1.973 4.184 0.00
H 1.794 0.492 3.721 0.00
H 0.947 2.089 3.954 0.00
H 4.492 1.814 2.788 0.00
H 6.586 0.685 1.660 0.00
H 6.300 -0.215 -0.599 0.00
H 3.087 -1.096 -2.002 0.00
H 5.257 0.811 -3.038 0.00
H 3.522 1.140 -3.329 0.00
H 4.486 -0.208 -4.208 0.00
H 6.087 -1.552 -2.232 0.00
H 4.873 -2.290 -3.176 0.00
H 4.949 -2.599 -1.420 0.00
H 2.079 1.858 -1.898 0.00
H 0.737 2.282 -4.102 0.00
H -0.590 0.479 -5.553 0.00
H -3.200 -0.836 -4.597 0.00
H -3.118 -2.447 -5.390 0.00
H -2.077 -1.114 -6.042 0.00
H -2.940 -1.851 -2.523 0.00
H -1.392 -2.547 -2.004 0.00
H -2.541 -3.436 -3.115 0.00
H -0.093 -2.567 -5.647 0.00
H -1.068 -3.900 -4.991 0.00
H 0.265 -3.344 -4.078 0.00
N -1.429 -0.084 2.595 -0.01
C -2.452 0.936 2.808 0.00
C -2.084 2.284 2.883 0.00
C -3.084 3.264 2.785 0.00
C -4.438 2.898 2.702 0.00
C -4.779 1.521 2.805 0.00
C -3.774 0.587 2.830 0.00
S -5.682 4.190 2.463 0.00
O -6.073 4.617 3.808 0.00
O -4.973 5.226 1.694 0.00
O -6.682 3.431 1.710 0.00
H -1.665 -0.992 3.039 0.00
H -0.610 0.307 2.990 0.00
H -1.052 2.590 2.796 0.00
H -2.949 4.338 2.608 0.00
H -5.809 1.305 2.744 0.00
H -4.008 -0.462 2.819 0.00
O -2.622 0.354 -0.694 -0.01
S -3.840 0.908 -1.484 0.00
C -4.862 1.995 -0.548 0.00
C -5.105 3.278 -1.252 0.00
C -3.687 3.545 -1.838 0.00
C -3.074 2.309 -2.380 0.00
H -4.266 2.192 0.359 0.00
H -5.763 1.415 -0.131 0.00
H -5.481 4.073 -0.567 0.00
H -5.804 3.189 -2.048 0.00
H -3.125 4.015 -1.107 0.00
H -3.833 4.252 -2.668 0.00
H -1.972 2.154 -2.268 0.00
H -3.392 2.144 -3.422 0.00
N -1.042 3.639 0.019 0.00
C -0.808 2.545 0.282 0.00
H -1.496 4.524 -0.099 0.00
O 0.230 -1.893 1.555 0.02
C 0.985 -2.874 1.554 0.00
C 2.304 -3.039 0.787 0.00
C 3.544 -3.304 1.673 0.00
C 3.409 -2.560 2.977 0.00
C 2.703 -3.335 4.067 0.00
C 1.149 -3.485 3.890 0.00
N 0.784 -3.877 2.448 0.00
H 2.467 -2.113 0.250 0.00
H 2.289 -3.802 0.065 0.00
H 4.427 -2.937 1.096 0.00
H 3.574 -4.325 1.996 0.00
H 2.866 -1.622 2.737 0.00
H 4.401 -2.457 3.424 0.00
H 2.871 -2.782 4.970 0.00
H 3.109 -4.305 4.171 0.00
H 0.650 -2.501 4.080 0.00
H 0.780 -4.184 4.611 0.00
H 1.272 -4.738 2.205 0.00
```

- Electronic energy: -238709.550 eV
- Spin multiplicity: 6
- HOMO (spin up / spin down): -10.05 / -10.05 eV
- Net charge: +1
- LUMO energy (spin up / spin down): -3.9 / -3.1 eV